57
Properties=species:S:1:pos:R:3 method="wB97M-V/def2-TZVPD" lumo_ha=0.0021 homo_ev=-2.22 total_charge=-1 homo_lumo_gap_ev=2.28
O -0.19942 -5.96685 3.98101
C 0.01455 -4.63214 4.01880
O 1.22175 -4.18456 4.78923
C -0.98860 -3.57649 3.24865
C -2.59380 -3.84650 2.93681
N -3.50616 -2.82051 2.23225
C -4.98697 -3.20250 2.04218
O -5.72694 -3.32515 3.30809
C -5.84241 -2.04201 4.01820
F -4.69121 -1.86283 4.93908
F -7.05656 -2.16740 4.90892
F -6.11335 -0.86878 3.14431
C -2.96620 -1.47901 1.74203
Cl -3.97599 -0.19382 0.83269
C -1.37550 -1.08189 2.00965
C -0.80067 0.39438 1.52248
C -1.44665 1.49232 2.60626
F -1.98580 0.73930 3.79585
C -0.35214 -2.11308 2.77307
O 1.03819 -1.68861 3.00399
H -3.01542 -4.88993 3.27810
H -4.95108 -4.30085 1.57563
H -5.52563 -2.54026 1.22694
H -1.08626 0.64974 0.40520
H 0.36523 0.47960 1.64499
H -2.36228 2.00744 2.08605
H -0.64120 2.24297 3.02287
H 1.59075 -2.08760 2.25218
C 0.85556 0.54873 -4.06882
C 1.91401 0.53850 -2.94397
C 3.32636 0.73880 -3.55337
C 3.61404 2.13889 -4.08469
C 2.82693 3.23685 -3.38013
C 2.33246 2.87325 -1.95664
N 1.52382 1.64465 -2.04969
O 1.00784 1.23673 -0.82848
C 1.41856 4.04328 -1.50141
C 3.53649 2.80138 -0.99002
C 1.91888 -0.89016 -2.32719
H -0.14810 0.37017 -3.66952
H 1.05528 -0.23288 -4.81219
H 0.82939 1.50448 -4.60013
H 4.08408 0.49855 -2.79729
H 3.49655 0.01597 -4.36531
H 4.68947 2.33532 -3.99134
H 3.39576 2.18029 -5.15828
H 3.43376 4.15157 -3.35685
H 1.96034 3.48469 -4.00676
H 0.52150 4.11017 -2.12899
H 1.94308 5.00413 -1.57632
H 1.09392 3.93365 -0.45984
H 4.07658 3.75726 -0.97739
H 4.26116 2.02898 -1.26397
H 3.22099 2.60398 0.04003
H 2.16808 -1.64198 -3.08753
H 0.94031 -1.17058 -1.92277
H 2.66268 -0.97960 -1.52660

***

95
Properties=species:S:1:pos:R:3 method="wB97M-V/def2-TZVPD" relative_energy_ev=0.1606 lumo_ha="0.0126 / -0.0723" homo_ev="-5.84 / -7.27" homo_lumo_gap_ev="6.18 / 5.30" multiplicity=5
P -0.66936 1.31994 -2.73357
C -2.26340 0.45709 -2.47907
C -3.09135 1.11800 -3.62591
C -4.49283 0.52994 -3.78453
C -4.46343 -1.00605 -3.87458
C -3.70949 -1.61100 -2.68706
C -2.28170 -1.07459 -2.55307
C 0.87025 0.39123 -2.98302
C 1.05958 0.58490 -4.51277
C 2.40557 0.03130 -4.97421
C 2.59467 -1.43413 -4.54011
C 2.32261 -1.65534 -3.04517
C 0.98632 -1.08056 -2.55975
C -0.49768 2.97736 -1.95104
C -1.65781 3.38191 -1.02646
C -1.57180 4.87282 -0.67991
C -0.20058 5.31992 -0.15709
C 0.98259 4.73498 -0.93927
C 0.85461 3.23658 -1.25875
H -2.61101 0.75605 -1.46840
H -2.53966 0.95345 -4.57072
H -3.15520 2.21170 -3.48577
H -4.94776 0.95478 -4.69137
H -5.10493 0.83377 -2.92838
H -5.49282 -1.38908 -3.92485
H -3.95793 -1.28222 -4.80799
H -4.25817 -1.38341 -1.76799
H -3.67929 -2.69486 -2.80200
H -1.80791 -1.48626 -1.65016
H -1.70619 -1.40736 -3.43099
H 1.65582 0.94298 -2.43071
H 3.20568 0.64376 -4.54475
H 0.97656 1.65265 -4.77451
H 0.24475 0.06098 -5.03840
H 2.46671 0.11564 -6.06875
H 3.61846 -1.74657 -4.79138
H 1.91200 -2.05381 -5.13466
H 2.35091 -2.72875 -2.83774
H 3.12810 -1.18465 -2.46914
H 0.92046 -1.14145 -1.46242
H 0.16655 -1.66849 -2.98639
H -0.54793 3.62480 -2.85589
H -2.62903 3.17620 -1.50318
H -1.62793 2.76381 -0.11276
H -1.80452 5.43780 -1.59443
H -2.35205 5.12357 0.04616
H -0.10936 5.02388 0.89904
H -0.14576 6.41568 -0.19946
H 1.92132 4.92291 -0.40860
H 1.05744 5.26343 -1.90150
H 1.68448 2.95237 -1.92503
H 0.93633 2.60780 -0.35640
Pd -0.60956 -0.55684 1.90715
Cl 1.44114 0.27978 0.89842
Cl -2.41279 0.87387 1.15233
C -1.06829 -2.33827 0.98809
H -2.13243 -2.44980 0.66277
C -0.25377 -3.47659 0.83979
C 1.16646 -3.33414 0.92017
C 1.97386 -4.46195 0.87861
C 1.40391 -5.74265 0.83070
C 0.00586 -5.89807 0.68818
C -0.81757 -4.79048 0.64972
H 1.58481 -2.33295 1.01416
H 3.06351 -4.35443 0.89590
H -0.42245 -6.90094 0.60452
H -1.90026 -4.86809 0.50541
H 2.03866 -6.63010 0.87813
C -1.42115 0.02101 5.11282
P 0.01934 -0.12138 4.03545
C 0.93033 1.41970 4.34080
C 0.54114 2.50352 3.53324
C 1.20576 3.72667 3.61581
C 2.22834 3.90377 4.55623
C 2.57005 2.84807 5.41373
C 1.90326 1.62328 5.33212
C 0.98048 -1.54307 4.56551
C 0.33915 -2.78303 4.76163
C 1.07818 -3.95711 4.66309
C 2.46210 -3.90441 4.46211
C 3.10981 -2.66741 4.35267
C 2.37190 -1.48548 4.41410
H -1.89116 0.98677 4.87364
H -1.13347 -0.00910 6.16956
H -2.11085 -0.78742 4.85357
H -0.27772 2.36840 2.81658
H 0.91791 4.53690 2.94114
H 2.75675 4.85144 4.61053
H 3.37010 2.98621 6.14321
H 2.13451 0.82463 6.05005
H -0.73892 -2.83017 4.92838
H 0.56730 -4.92470 4.69272
H 3.03253 -4.83123 4.34063
H 4.18207 -2.62044 4.15975
H 2.86621 -0.51915 4.29171

***

4
Properties=species:S:1:pos:R:3 method="wB97M-V/def2-TZVPD" relative_energy_ev=0.4154 lumo_ha=0.0029 homo_ev=-9.76 homo_lumo_gap_ev=9.84
Li -26.18484 -22.42034 11.71991
Li -24.78329 -21.19457 10.41905
F -26.00604 -22.06890 10.33722
F -25.32202 -21.16863 11.97545

***

17
Properties=species:S:1:pos:R:3 method="wB97M-V/def2-TZVPD" relative_energy_ev=4.3036 lumo_ha=-0.0074 homo_ev=-8.94 homo_lumo_gap_ev=8.73
C 0.82003 0.31370 0.07686
C -2.46925 -1.48318 -0.30287
C 1.49501 0.18897 1.43171
C 1.01529 1.64475 -0.63720
N 0.77074 -0.81622 -0.65116
O -1.47259 -0.52821 -0.55192
H 0.54234 -0.60541 -1.62739
H -0.64107 0.08402 0.15463
H -2.06743 -2.39221 0.16255
H -2.95143 -1.77795 -1.24338
H -3.24989 -1.04784 0.33381
H 1.23389 -0.76109 1.89991
H 2.58236 0.22627 1.31937
H 1.21064 1.02042 2.07954
H 0.77839 2.47341 0.03294
H 2.04989 1.75415 -0.97347
H 0.35310 1.70643 -1.50392

***

15
Properties=species:S:1:pos:R:3 method="wB97M-V/def2-TZVPD" relative_energy_ev=2.6938 lumo_ha="-0.1679 / -0.3144" homo_ev="-12.03 / -16.26" total_charge=+1 homo_lumo_gap_ev="7.46 / 7.71" multiplicity=3
C 1.42005 0.92884 0.53790
C -0.84707 1.66186 -0.31848
C 0.19116 -0.47951 -1.14198
C -0.57798 -0.34898 1.20093
N 0.15752 0.28379 0.17206
O 1.65352 2.06654 0.23133
O -1.93134 1.37154 -0.52218
H 2.01650 0.26372 1.23275
H -0.27283 2.58824 -0.27297
H -0.66865 -1.08298 -1.26351
H 0.45818 0.11434 -1.97142
H 0.96776 -1.19343 -0.99744
H -1.62289 -0.61242 0.75159
H -0.26966 -1.40767 1.44302
H -0.66936 0.07090 2.13459

***

10
Properties=species:S:1:pos:R:3 method="wB97M-V/def2-TZVPD" relative_energy_ev=7.3929 lumo_ha=0.1688 homo_ev=-0.45 total_charge=-1 homo_lumo_gap_ev=5.04
C -1.28570 -0.59450 0.43831
N -0.58098 0.11837 -1.01875
C 0.64120 0.53032 -0.37904
O 1.49484 -0.07157 0.56164
H -2.31878 -1.09189 0.41025
H -0.48231 -1.20714 0.77365
H -1.32600 -0.09360 1.37110
H -1.47780 0.41772 -0.24868
H 1.12656 1.41867 -0.84210
H 0.45340 0.68525 0.81829

***

42
Properties=species:S:1:pos:R:3 method="wB97M-V/def2-TZVPD" relative_energy_ev=0.0026 lumo_ha=-0.0778 homo_ev=-12.90 total_charge=+1 homo_lumo_gap_ev=10.79
C 4.78628 1.83114 1.04154
C 4.41424 1.21953 -0.29928
O 3.72449 -0.02723 -0.11524
C 2.42148 -0.02418 -0.06266
O 1.69358 0.94647 -0.15528
C 1.85667 -1.41885 0.10121
C 1.10125 -1.74823 1.35785
C -0.42186 -1.67341 1.15161
C -0.89604 -0.22692 0.94699
N -1.75711 0.03588 -0.24655
C -0.99431 -0.26472 -1.47312
C -2.06661 1.50190 -0.22228
C -3.00557 2.00404 -1.30786
C -2.99358 -0.79821 -0.23406
C -3.92110 -0.57670 0.95071
N 1.91821 -2.30020 -0.80572
O 2.54952 -1.95331 -1.98081
H 5.36953 2.73154 0.87532
H 3.89243 2.09299 1.60361
H 5.37880 1.13033 1.62402
H 3.77384 1.89581 -0.87322
H 5.30379 0.96442 -0.87704
H 1.35717 -2.76809 1.64573
H 1.40277 -1.07236 2.15806
H -0.66468 -2.31395 0.30571
H -0.90516 -2.10159 2.03014
H -1.44213 0.10979 1.82797
H -0.02151 0.41793 0.82908
H -1.58820 -0.03774 -2.35417
H -0.08388 0.33305 -1.48718
H -0.71838 -1.31533 -1.50889
H -2.49415 1.73661 0.75333
H -1.11139 2.02435 -0.30622
H -3.11377 3.07775 -1.17521
H -2.61310 1.84279 -2.30719
H -3.99756 1.56746 -1.23770
H -2.68495 -1.84422 -0.24915
H -3.53347 -0.59873 -1.16065
H -3.44535 -0.82096 1.89578
H -4.77366 -1.24134 0.83562
H -4.30353 0.43852 0.99574
H 2.60695 -2.77602 -2.49056

***

58
Properties=species:S:1:pos:R:3 method="wB97M-V/def2-TZVPD" relative_energy_ev=5.2433 lumo_ha=0.0605 homo_ev=-3.49 total_charge=-1 homo_lumo_gap_ev=5.13
C 3.44413 -3.32453 -2.70439
C 3.44657 -1.90453 -2.69059
C 2.32908 -1.14654 -2.43951
C 1.10696 -1.82937 -2.14658
N -0.11263 -1.18802 -2.03312
C -1.23317 -1.86042 -2.01766
C -2.57299 -1.19425 -2.06494
C -3.53815 -2.00406 -2.96087
C -3.54305 -3.51350 -2.66933
C -2.18653 -4.10726 -2.88627
C -1.26377 -3.32525 -1.96292
C 1.02481 -3.29383 -2.13183
C 2.27284 -4.00774 -2.41619
H 4.32457 -3.88445 -2.92328
H 4.39235 -1.38826 -2.90284
H 2.30765 -0.06481 -2.46595
H -2.94396 -1.16633 -1.03061
H -2.42978 -0.17347 -2.42401
H -4.54552 -1.60478 -2.82639
H -3.26045 -1.83472 -4.00920
H -3.83222 -3.67702 -1.62622
H -4.24506 -4.02997 -3.31008
H -2.11717 -5.17119 -2.62889
H -1.82377 -4.01807 -3.91714
H -0.00466 -3.65003 -2.75849
H -1.43197 -3.68802 -0.92740
H 0.30052 -3.77941 -1.42520
H 2.19615 -5.09097 -2.41100
O -0.22728 3.68190 -2.02106
C -0.20258 3.61619 -0.88971
Co -0.10547 3.47337 0.87374
C 0.32775 5.01625 1.60605
O 0.64159 6.02327 2.12430
C -1.73951 3.09597 1.51195
O -2.74901 2.80853 1.98378
C 1.07838 2.41864 2.13557
C 0.34975 2.35405 3.42839
C 0.22375 3.52278 4.21712
C -0.70635 3.60618 5.26624
C -1.49404 2.49060 5.61346
C -1.41137 1.32844 4.81952
C -0.47584 1.24060 3.76485
C 0.88651 1.53747 1.09160
C 0.27929 0.37519 0.74824
Co 2.70684 2.34975 1.12381
C 3.75658 0.94710 1.58569
O 4.34967 0.00851 1.94774
C 3.34203 3.77248 1.93929
O 3.62396 4.71845 2.56069
C 2.97110 2.62698 -0.68185
O 3.04890 2.79334 -1.83756
H 0.84132 4.39751 3.96760
H -0.81079 4.55031 5.82669
H -2.18856 2.54313 6.46200
H -2.07779 0.47234 5.04075
H -0.42204 0.30635 3.18375
H 0.74393 -0.29537 0.05462
H -0.62148 0.14047 1.26368

***

30
Properties=species:S:1:pos:R:3 method="wB97M-V/def2-TZVPD" relative_energy_ev=8.6818 lumo_ha=0.0090 homo_ev=-8.83 homo_lumo_gap_ev=9.07 smiles="C=C(C)[C@](CC)(N1[C@@H]2CC[C@@H]21)[N+](=O)[O-]"
C -0.27766 -1.22194 -2.43788
C -0.46177 -1.28011 -1.10816
C -1.71566 -1.92849 -0.60422
C 0.46506 -0.88203 -0.02481
C 0.13683 -1.35689 1.45790
C 1.28414 -0.80567 2.25854
N 0.61486 0.91301 0.14356
C 0.00603 1.61769 -0.99235
C 0.16579 3.16501 -0.71844
C -0.59591 2.88311 0.68164
C -0.71015 1.37499 0.33826
N 1.83254 -1.27020 -0.39347
O 2.15877 -2.39200 -0.08910
O 2.49197 -0.49351 -1.01480
H 0.60303 -0.94172 -2.87116
H -1.03264 -1.61988 -2.98665
H -2.53936 -1.25109 -0.14170
H -2.30151 -2.38796 -1.49525
H -1.64321 -2.64897 0.21805
H 0.11895 -2.43661 1.72947
H -0.70203 -0.86516 1.68744
H 1.37211 0.35008 2.13215
H 1.02223 -0.89729 3.37248
H 2.15475 -1.35737 1.89632
H -0.09488 1.04837 -1.98567
H -0.40895 3.62066 -1.51581
H 1.24489 3.48028 -0.50805
H -0.08674 3.27795 1.63955
H -1.55912 3.43077 0.77991
H -1.54234 0.87499 0.55224

***

14
Properties=species:S:1:pos:R:3 method="wB97M-V/def2-TZVPD" relative_energy_ev=1.2257 lumo_ha=0.0346 homo_ev=-8.60 homo_lumo_gap_ev=9.55 smiles="CNC(=O)CN"
C -2.10765 -1.08247 0.07793
N -1.25067 0.12384 0.09623
C 0.04262 -0.05945 -0.30688
O 0.36078 -1.10331 -0.86005
C 1.09120 0.94892 0.06216
N 2.42792 0.49811 -0.11578
H -1.42495 -1.73438 0.61888
H -2.33304 -1.48331 -0.89834
H -2.96819 -0.88044 0.71307
H -1.49792 1.08310 0.26433
H 0.82679 1.91417 -0.41046
H 0.99969 1.14660 1.13898
H 2.60119 -0.36199 -0.59357
H 3.23223 0.99062 0.21350

***

54
Properties=species:S:1:pos:R:3 method="wB97M-V/def2-TZVPD" relative_energy_ev=0.5997 lumo_ha=0.0279 homo_ev=-7.86 homo_lumo_gap_ev=8.62 smiles="CCCC[C@H](C[C@H](O)COCCC)c1n[nH]c(=S)n1-c1ccccc1"
C 5.31900 1.24940 0.08646
C 4.17560 2.25628 0.09178
C 2.82058 1.56308 -0.03109
C 1.66476 2.56029 -0.00578
C 0.29671 1.90418 -0.27918
C -0.80016 2.97311 -0.28105
C -2.14176 2.52869 -0.87883
O -2.94013 3.66029 -1.14797
C -2.91672 1.53414 0.00012
O -2.49218 0.22133 -0.26568
C -3.22662 -0.74624 0.46098
C -2.87515 -2.14742 -0.02626
C -3.37772 -2.39799 -1.44203
C 0.04023 0.87625 0.76648
N -0.37345 1.14611 1.96345
N -0.36734 -0.03382 2.62943
C 0.07018 -1.05467 1.85132
S 0.21384 -2.63042 2.28126
N 0.33906 -0.45863 0.63711
C 0.81504 -1.14153 -0.50202
C 0.11043 -1.06990 -1.69722
C 0.58538 -1.74618 -2.80609
C 1.74743 -2.49573 -2.72248
C 2.43507 -2.57659 -1.52340
C 1.97408 -1.90025 -0.40843
H 5.31117 0.66968 -0.83409
H 6.27724 1.75690 0.16598
H 5.22484 0.56126 0.92357
H 4.20302 2.83440 1.01802
H 4.30151 2.95432 -0.73879
H 2.79233 0.99486 -0.96462
H 2.71560 0.85382 0.79245
H 1.83633 3.32216 -0.76886
H 1.62964 3.05667 0.96592
H 0.33676 1.41751 -1.25675
H -0.45528 3.81934 -0.88005
H -0.95583 3.31686 0.74402
H -1.97944 2.06017 -1.85548
H -3.08894 4.13615 -0.32244
H -2.77750 1.77339 1.06710
H -3.98850 1.63152 -0.23888
H -3.00273 -0.64685 1.53496
H -4.30409 -0.56464 0.32503
H -3.32208 -2.86682 0.66170
H -1.79407 -2.28000 0.01008
H -2.98640 -1.64339 -2.11879
H -3.05510 -3.37625 -1.78875
H -4.46469 -2.35910 -1.47390
H -0.65156 -0.09805 3.59210
H -0.81240 -0.51224 -1.73236
H 0.03898 -1.69563 -3.73604
H 2.11149 -3.02505 -3.59021
H 3.33447 -3.16911 -1.45246
H 2.50084 -1.96516 0.53061

***

17
Properties=species:S:1:pos:R:3 method="wB97M-V/def2-TZVPD" relative_energy_ev=0.5319 lumo_ha=0.0351 homo_ev=-8.16 homo_lumo_gap_ev=9.12 smiles=CS[C@H]1C[C@H]1SC
C 2.33190 -0.40867 2.10434
S 2.07466 0.32720 0.47717
C 0.78293 -0.77924 -0.09559
C -0.62725 -0.65158 0.39764
C -0.29035 -0.30250 -1.03899
S -0.35943 1.38000 -1.60996
C -2.15062 1.53187 -1.76191
H 3.11842 0.16298 2.61516
H 1.42505 -0.36819 2.70394
H 2.67703 -1.42547 2.05334
H 1.12453 -1.79997 -0.33142
H -1.17589 -1.55147 0.60208
H -0.84258 0.14903 1.02987
H -0.58526 -1.04001 -1.78084
H -2.62699 1.40541 -0.79317
H -2.32435 2.54866 -2.09681
H -2.55179 0.82195 -2.47486

***

Number 1: calculated total energy -2084.41278 a.u.. Number 2: calculated total energy -3210.06189 a.u.. Number 3: calculated total energy -214.89655 a.u.. Number 4: calculated total energy -288.85886 a.u.. Number 5: calculated total energy -361.94851 a.u.. Number 6: calculated total energy -209.50584 a.u.. Number 7: calculated total energy -807.19854 a.u.. Number 8: calculated total energy -4313.54915 a.u.. Number 9: calculated total energy -650.32919 a.u.. Number 10: calculated total energy -303.84709 a.u.. Number 11: calculated total energy -1454.34185 a.u.. Number 12: calculated total energy -992.84375 a.u..